Entry from OMol25: C19H49BF4N5O7Rb2 as an isolated structure (ωB97M-V with the def2-TZVPD basis set).

```
87
Properties=species:S:1:pos:R:3:mulliken_charge:R:1
Rb -2.498 1.637 -1.588 0.653
Rb 0.449 -1.932 1.754 0.858
B 0.226 -0.157 -0.938 -0.151
F -0.145 0.761 0.039 -0.185
F 1.507 -0.561 -0.651 -0.227
F -0.691 -1.200 -0.934 -0.356
F 0.141 0.519 -2.153 -0.232
C 2.741 0.051 5.072 -0.880
O 2.345 -0.304 3.758 -0.225
C 2.844 0.682 2.832 0.037
C 4.201 0.365 2.248 -0.778
N 4.262 -1.048 1.804 -0.057
C 5.587 -1.326 1.248 -0.951
C 6.688 -1.875 2.203 -0.315
O 7.828 -2.001 1.376 -0.331
C 9.069 -1.644 2.007 -0.673
H 2.247 0.947 5.454 0.340
H 3.816 0.008 5.243 0.302
H 2.336 -0.695 5.767 0.281
H 2.815 1.710 3.193 0.385
H 2.189 0.572 1.962 -0.189
H 4.975 0.520 3.008 0.340
H 4.291 0.999 1.369 0.376
H 4.086 -1.705 2.554 0.266
H 6.057 -0.573 0.622 0.366
H 5.417 -2.197 0.602 0.287
H 6.477 -2.890 2.547 0.256
H 6.761 -1.132 3.007 0.433
H 9.216 -0.582 1.813 0.262
H 9.855 -2.263 1.588 0.241
H 9.010 -1.807 3.084 0.310
C -3.839 1.340 -5.515 -0.774
O -2.707 1.481 -4.704 -0.282
C -1.669 0.595 -5.119 0.733
C -1.942 -0.876 -4.906 -1.046
N -2.165 -1.123 -3.459 0.316
C -3.023 -2.299 -3.191 -0.965
C -4.490 -2.039 -2.888 -0.555
O -4.724 -0.989 -1.946 -0.015
C -5.867 -1.297 -1.153 -1.067
H -4.268 0.343 -5.602 0.243
H -3.718 1.827 -6.496 0.329
H -4.641 2.019 -5.196 0.299
H -0.814 0.904 -4.520 -0.941
H -1.392 0.831 -6.153 0.532
H -0.998 -1.377 -5.145 0.341
H -2.770 -1.291 -5.476 0.477
H -1.268 -1.386 -3.079 -0.078
H -2.526 -2.766 -2.335 0.321
H -2.895 -2.992 -4.030 0.490
H -4.935 -2.954 -2.484 0.521
H -5.071 -1.752 -3.774 0.297
H -6.701 -1.497 -1.826 0.390
H -6.085 -0.482 -0.469 0.251
H -5.687 -2.192 -0.549 0.410
C -1.723 -1.233 4.278 -0.820
O -1.831 -1.300 2.855 0.140
C -3.133 -1.422 2.330 -1.186
C -3.210 -0.720 0.994 0.507
N -2.726 0.687 0.982 0.949
C -3.450 1.555 1.893 -0.545
C -2.962 2.975 2.005 -0.681
O -1.991 3.159 3.001 -0.437
C -0.652 2.947 2.608 -0.338
H -2.326 -2.046 4.692 0.301
H -2.175 -0.263 4.506 0.256
H -0.737 -1.279 4.739 0.220
H -3.891 -1.118 3.061 0.538
H -3.356 -2.493 2.211 0.455
H -4.255 -0.658 0.686 -0.190
H -2.722 -1.315 0.225 -0.191
H -1.748 0.540 1.204 -0.431
H -3.525 1.178 2.924 0.141
H -4.516 1.562 1.631 0.412
H -3.796 3.608 2.322 0.441
H -2.750 3.465 1.042 0.221
H -0.362 1.888 2.477 -0.043
H 0.047 3.281 3.370 0.318
H -0.554 3.358 1.597 0.299
C 2.645 2.656 -3.724 0.482
O 3.423 3.387 -4.334 -0.673
N 1.484 2.178 -4.240 -0.210
N 2.843 2.359 -2.396 -0.367
H 1.091 2.399 -5.134 0.133
H 0.974 1.502 -3.697 0.216
H 2.190 1.789 -1.896 0.239
H 3.793 2.468 -2.090 0.171
```

As for the molar mass: 717.4 Da. The charge is +1.

Entry from OMol25: C19H49CaN2O9 as an isolated structure (ωB97M-V with the def2-TZVPD basis set).

```
80
Properties=species:S:1:pos:R:3:mulliken_charge:R:1
Ca 0.330 -0.581 -1.903 1.543
C -2.908 1.612 2.131 -0.975
C -1.741 1.005 1.437 0.731
O -1.559 -0.224 1.310 -0.748
O -1.032 1.716 0.784 -0.714
H -3.136 2.625 1.799 0.293
H -2.690 1.738 3.191 0.265
H -3.766 0.946 2.040 0.255
C -4.062 -3.349 4.112 -0.535
O -5.030 -3.059 3.153 -0.490
H -3.840 -2.538 4.805 0.248
H -4.440 -4.127 4.775 0.257
H -3.129 -3.719 3.687 0.222
H -4.734 -2.291 2.657 0.299
C 0.940 6.283 2.117 -0.540
O 1.561 5.051 2.321 -0.466
H 1.295 6.855 1.260 0.244
H -0.127 6.157 1.934 0.245
H 1.130 6.934 2.970 0.225
H 1.172 4.446 1.685 0.293
C 2.071 2.834 -2.850 -0.953
O 2.310 1.662 -2.089 -0.054
C 3.598 1.121 -2.372 -0.655
C 4.047 0.299 -1.176 -0.981
N 3.338 -0.940 -1.196 -0.103
C 3.156 -1.422 0.159 -0.705
C 2.504 -2.772 0.059 -0.821
O 1.416 -2.813 -0.906 -0.165
C 0.700 -4.047 -0.823 -0.747
H 2.837 3.590 -2.676 0.332
H 1.077 3.223 -2.631 0.290
H 2.003 2.632 -3.919 0.349
H 4.318 1.926 -2.522 0.464
H 3.383 0.624 -3.318 0.343
H 3.885 0.874 -0.263 0.329
H 5.117 0.105 -1.099 0.525
H 3.941 -1.531 -1.750 0.195
H 2.540 -0.718 0.720 0.399
H 4.096 -1.450 0.710 0.389
H 2.208 -3.095 1.057 0.473
H 3.155 -3.610 -0.193 0.496
H 1.377 -4.891 -0.696 0.355
H 0.110 -4.199 -1.727 0.106
H -0.165 -3.920 -0.172 0.355
C -2.885 1.062 -3.847 -1.170
O -1.577 0.402 -4.053 0.031
C -1.283 0.298 -5.448 -0.814
C -0.187 -0.760 -5.754 -0.967
N 0.027 -1.819 -4.756 -0.080
C -0.874 -2.931 -5.099 -1.061
C -2.263 -2.687 -4.524 -0.572
O -2.165 -2.035 -3.205 -0.070
C -3.385 -1.921 -2.503 -0.810
H -2.871 2.018 -4.371 0.344
H -3.135 1.284 -2.810 0.377
H -3.712 0.609 -4.394 0.393
H -1.216 1.293 -5.887 0.595
H -2.120 -0.052 -6.052 0.408
H 0.752 -0.213 -5.844 0.410
H -0.367 -1.235 -6.718 0.358
H 0.936 -2.176 -5.014 0.330
H -0.475 -3.782 -4.546 0.377
H -1.056 -3.286 -6.113 0.331
H -2.878 -3.587 -4.529 0.599
H -2.747 -2.048 -5.262 0.309
H -3.390 -2.296 -1.479 0.296
H -4.329 -2.227 -2.953 0.355
H -3.453 -0.860 -2.264 0.162
C 0.339 0.807 7.609 -1.277
C 1.395 1.787 7.253 0.413
C 2.597 1.773 8.347 -1.130
O 1.787 1.493 5.937 -0.532
H -0.540 0.853 6.967 0.299
H -0.109 1.111 8.555 0.361
H 0.656 -0.228 7.738 0.333
H 0.924 2.770 7.242 0.284
H 3.379 2.471 8.046 0.290
H 2.872 0.719 8.367 0.321
H 2.231 2.112 9.317 0.331
H 1.865 2.319 5.454 0.307
```

As for the molar mass: 489.7 Da. The charge is +1.

Entry from OMol25: C19H49Cl2O20P4Pb as an isolated structure (ωB97M-V with the def2-TZVPD basis set).

```
95
Properties=species:S:1:pos:R:3:mulliken_charge:R:1
Pb -0.726 1.481 -3.882 1.417
C -0.995 -1.048 -0.225 -0.049
C -0.959 -0.117 -1.425 1.174
O -0.427 -0.609 -2.469 -0.752
O -1.508 1.004 -1.498 -0.859
H -0.842 -0.551 0.729 -0.222
H -0.251 -1.837 -0.309 0.174
H -1.947 -1.561 -0.388 -0.080
C -0.361 -3.496 -3.683 0.598
Cl -1.135 -4.319 -5.032 -0.148
Cl 1.347 -3.943 -3.585 -0.208
H -0.506 -2.426 -3.802 -0.179
H -0.822 -3.703 -2.720 -0.072
C -1.158 6.918 -3.853 -0.677
O -2.035 6.214 -2.955 -0.325
P -1.486 5.008 -2.094 0.490
O -1.067 3.862 -2.956 -0.132
O -0.394 5.659 -1.144 -0.367
C 0.569 4.923 -0.418 -0.060
O -2.748 4.741 -1.137 -0.337
C -3.607 3.630 -1.367 -0.491
H -0.735 7.821 -3.409 0.273
H -1.836 7.301 -4.613 0.256
H -0.345 6.312 -4.246 0.311
H 1.493 5.493 -0.304 0.340
H 0.781 3.927 -0.806 -0.349
H 0.245 4.828 0.624 0.318
H -4.583 3.884 -0.962 0.357
H -3.296 2.731 -0.825 0.113
H -3.653 3.320 -2.411 0.241
C 2.948 -0.946 -2.742 -0.539
O 2.783 0.045 -1.723 -0.318
P 2.483 1.560 -1.934 0.669
O 1.534 1.935 -3.015 -0.636
O 1.937 1.945 -0.490 0.507
C 2.520 1.464 0.737 -0.376
O 3.946 2.212 -1.975 -0.371
C 4.169 3.535 -1.461 -0.422
H 2.136 -1.655 -2.591 -0.095
H 3.877 -1.502 -2.623 0.354
H 2.921 -0.568 -3.764 0.375
H 3.544 1.091 0.688 0.411
H 1.801 0.742 1.111 0.180
H 2.631 2.390 1.309 -0.163
H 3.313 4.014 -0.987 0.014
H 4.568 4.166 -2.250 0.306
H 4.889 3.399 -0.652 0.292
C 1.642 -0.792 6.008 -0.704
O 2.101 0.193 5.078 -0.198
P 1.435 1.603 4.837 0.706
O 0.526 2.064 5.892 -0.717
O 2.645 2.564 4.512 -0.377
C 2.552 3.841 3.853 -0.677
O 0.697 1.363 3.390 0.124
C -0.562 0.685 3.407 -0.676
H 0.609 -1.032 5.747 0.294
H 1.665 -0.421 7.030 0.310
H 2.228 -1.692 5.848 0.253
H 3.158 3.867 2.952 0.193
H 2.903 4.547 4.601 0.326
H 1.507 4.035 3.615 0.320
H -0.755 0.386 4.441 0.363
H -0.538 -0.238 2.827 0.123
H -1.379 1.335 3.100 0.245
C -5.215 -2.910 -0.267 -0.518
O -5.420 -3.842 -1.308 -0.405
P -4.254 -4.405 -2.234 0.570
O -4.653 -5.037 -3.499 -0.709
O -3.270 -3.157 -2.426 0.526
C -3.499 -2.259 -3.516 -0.746
O -3.464 -5.288 -1.145 -0.301
C -2.415 -6.120 -1.621 -0.668
H -5.370 -1.870 -0.580 0.266
H -4.149 -2.852 -0.017 0.110
H -5.820 -3.143 0.602 0.331
H -4.391 -2.442 -4.115 0.389
H -2.673 -2.252 -4.228 0.182
H -3.582 -1.294 -3.012 0.216
H -2.520 -6.437 -2.661 0.328
H -2.493 -7.089 -1.109 0.296
H -1.473 -5.688 -1.275 0.217
O 0.425 -3.073 3.740 -0.516
C 1.055 -3.946 3.187 0.680
O 1.902 -3.770 2.185 -0.414
C 1.989 -2.407 1.735 0.772
C 3.046 -1.587 2.453 -0.779
C 0.962 -5.383 3.705 -1.095
H 1.043 -1.869 1.799 -0.325
H 2.143 -2.421 0.656 0.260
H 3.779 -2.205 2.966 0.477
H 2.596 -0.861 3.134 -0.070
H 3.544 -0.909 1.758 0.117
H 0.678 -5.302 4.748 0.338
H 1.918 -5.872 3.533 0.345
H 0.139 -5.892 3.205 0.274
```

As for the molar mass: 999.6 Da. The charge is +1.

Asked for gap between HOMO and LUMO across the records above, the calculation gives 0.3111, 0.2304, 0.3166 Ha in order.
Asked for highest occupied orbital energy across the records above, the calculation gives -10.964, -9.391, -12.330 eV in order.